1.
The following is a DFT calculation (ωB97M-V with the def2-TZVPD basis set) of C3H2Cl2S in the gas phase.

Element x y z (Å)
1 C -0.2397 0.5398 0.1661
2 C -1.1942 -0.4421 -0.1367
3 C 1.2823 0.1241 0.0549
4 S -2.7897 -0.0951 -0.0291
5 Cl 2.4995 1.2609 -0.0204
6 Cl 1.5418 -1.5353 -0.0457
7 H -0.2571 1.6952 0.2216
8 H -0.8429 -1.5475 -0.2108

## Properties
LUMO energy (alpha / beta), eV: -1.33 / -1.59
Charge: 0
SMILES: S=CC=C(Cl)Cl
E_HOMO (alpha / beta), hartree: -0.320 / -0.315
Frontier orbital gap (alpha / beta), eV: 7.38 / 6.98



2.
The following is a DFT calculation (ωB97M-V with the def2-TZVPD basis set) of 2 unconnected molecules or ions with the total composition C3H2Cl3NO.

Element x y z (Å)
1 C 1.2893 0.6177 0.6159
2 C -0.6639 -0.8012 0.6354
3 C -0.0854 0.5030 0.3714
4 N 2.4187 0.6651 0.9065
5 O 0.3225 0.2239 -2.2139
6 Cl -1.8978 -1.2666 -0.5625
7 Cl 0.4978 -2.1261 0.7462
8 Cl -1.0527 1.8965 0.2037
9 H -1.0932 -0.8531 1.6755
10 H 0.2648 1.1409 -2.3780

## Properties
LUMO energy (alpha / beta), eV: -3.43 / -3.43
Charge: 0
E_HOMO (alpha / beta), hartree: -0.358 / -0.359
Frontier orbital gap (alpha / beta), eV: 6.32 / 6.33



3.
The following is a DFT calculation (ωB97M-V with the def2-TZVPD basis set) of C3H2Cl4S in the gas phase.

Element x y z (Å)
1 C -0.3166 -1.1949 0.1053
2 C -0.1404 0.3216 0.4404
3 C 0.3661 1.0409 -0.6756
4 S -1.6179 -1.3251 -1.1006
5 Cl -1.4641 1.1798 1.2262
6 Cl 1.1858 0.2970 1.7286
7 Cl 1.5355 0.2589 -1.6325
8 Cl 0.2777 2.7427 -0.7352
9 H 0.6805 -1.5451 -0.2581
10 H -0.5066 -1.7758 0.9015

## Properties
LUMO energy (alpha / beta), eV: -1.31 / -2.49
Charge: 0
E_HOMO (alpha / beta), hartree: -0.361 / -0.319
Frontier orbital gap (alpha / beta), eV: 8.52 / 6.19



4.
The following is a DFT calculation (ωB97M-V with the def2-TZVPD basis set) of C3H2ClF in the gas phase.

Element x y z (Å)
1 C -2.3449 1.2842 -0.4365
2 C -1.5109 0.1124 -0.1172
3 C -0.2139 -0.1341 -0.1235
4 F -1.9212 2.3246 0.2591
5 Cl -2.6597 -1.2594 0.0823
6 H 0.6665 0.5266 -0.2315
7 H 0.2521 -1.1668 -0.2406

## Properties
LUMO energy, eV: -0.97
Charge: 0
E_HOMO, hartree: -0.361
Frontier orbital gap, eV: 8.85



5.
The following is a DFT calculation (ωB97M-V with the def2-TZVPD basis set) of C3H2ClF6N in the gas phase.

Element x y z (Å)
1 C 0.2589 0.1341 -0.2702
2 C 0.5315 -1.0121 0.7567
3 C -0.6460 1.2674 0.3547
4 N -0.3774 -0.4704 -1.3085
5 F -0.5450 -1.5243 1.2976
6 F 1.0151 -2.0651 -0.0414
7 F 1.3376 -0.6603 1.7128
8 F -0.3348 1.5790 1.6323
9 F -1.9660 0.8676 0.5258
10 F -0.6530 2.3629 -0.3109
11 Cl 2.0055 0.9577 -0.6825
12 H -0.2111 0.0458 -2.1921
13 H -0.4153 -1.4823 -1.4744

## Properties
LUMO energy, eV: 0.16
Charge: 0
SMILES: NC(Cl)(C(F)(F)F)C(F)(F)F
E_HOMO, hartree: -0.402
Frontier orbital gap, eV: 11.08



6.
The following is a DFT calculation (ωB97M-V with the def2-TZVPD basis set) of a gas-phase ion, C3H2ClN4O (charge -1).

Element x y z (Å)
1 C -0.2289 1.6292 -0.3619
2 C -0.0963 0.6397 1.6260
3 C 0.1085 -0.5564 -0.2452
4 N -0.3405 1.7718 0.9615
5 N 0.0193 0.5266 -1.0209
6 N 0.1244 -0.5323 1.0992
7 N 0.5697 -1.9321 -0.8089
8 O 0.1848 -2.9841 -0.2928
9 Cl 0.1633 -1.7862 -2.7214
10 H -0.3947 2.5275 -0.9467
11 H -0.1097 0.6961 2.7110

## Properties
LUMO energy (alpha / beta), eV: 3.80 / 3.80
Charge: -1
SMILES: [O-]N(Cl)c1ncncn1
E_HOMO (alpha / beta), hartree: -0.108 / -0.108
Frontier orbital gap (alpha / beta), eV: 6.74 / 6.74



7.
The following is a DFT calculation (ωB97M-V with the def2-TZVPD basis set) of C3H2ClNO in the gas phase.

Element x y z (Å)
1 C 0.1768 0.5972 0.9939
2 C 0.0802 0.2776 -1.0311
3 C 0.1534 -0.9430 -0.4592
4 H -0.3213 0.5431 -2.0740
5 H 0.1797 -2.0315 -0.8645
6 N -0.0716 1.2162 -0.0651
7 O 0.1962 -0.6848 0.9480
8 Cl -0.3935 1.0252 2.5521

## Properties
LUMO energy, eV: 0.70
Charge: 0
SMILES: Clc1ncco1
E_HOMO, hartree: -0.356
Frontier orbital gap, eV: 10.40



8.
The following is a DFT calculation (ωB97M-V with the def2-TZVPD basis set) of C3H2ClNO in the gas phase.

Element x y z (Å)
1 C 0.3066 0.0335 0.0554
2 C -0.6501 1.0851 0.0676
3 C -0.5155 -1.0126 0.1393
4 H -0.5044 2.1122 0.2968
5 H -0.3761 -2.0305 0.1134
6 N -1.9131 0.6657 -0.0887
7 O -1.8252 -0.6865 -0.0760
8 Cl 2.0016 0.0068 -0.0444

## Properties
LUMO energy, eV: 0.81
Charge: 0
SMILES: Clc1cnoc1
E_HOMO, hartree: -0.369
Frontier orbital gap, eV: 10.86



9.
The following is a DFT calculation (ωB97M-V with the def2-TZVPD basis set) of a molecular structure, C3H2ClNO.

Element x y z (Å)
1 C -0.9530 -0.1430 0.1249
2 C -0.0519 0.9661 -0.0343
3 C 1.0478 -0.7569 -0.1008
4 H -0.3990 1.9508 0.1879
5 H 2.0699 -1.2094 0.0902
6 N -0.1400 -1.3121 -0.0380
7 O 1.1422 0.5944 -0.1362
8 Cl -2.7161 -0.0899 -0.0937

## Properties
LUMO energy, eV: 0.86
Charge: 0
E_HOMO, hartree: -0.337
Frontier orbital gap, eV: 10.03



10.
The following is a DFT calculation (ωB97M-V with the def2-TZVPD basis set) of a molecular structure, C3H2CoLiO3.

Element x y z (Å)
1 C 0.6462 2.3992 0.9024
2 C 0.0587 1.2440 1.1237
3 O -0.7008 0.4466 1.5570
4 Li -1.3385 -1.3307 1.0419
5 H 1.6724 2.4114 0.5348
6 H 0.1372 3.3174 1.1965
7 O 0.5000 -1.7579 -2.4822
8 C 0.2872 -1.4330 -1.3157
9 Co -0.7246 -3.2698 -1.9939
10 O -0.5378 -2.0271 -0.5646

## Properties
LUMO energy (alpha / beta), eV: -11.05 / -12.46
Charge: +2
E_HOMO (alpha / beta), hartree: -0.599 / -0.599
Frontier orbital gap (alpha / beta), eV: 5.26 / 3.84
Spin multiplicity: 5



Respective max |F| values: 7.7; 3.3; 3.7; 3.0; 3.5; 3.2; 4.9; 2.5; 8.2; 3.4 eV/Å.
Respective relative energy (zero: lowest compared OMol25 entry of this formula, charge and spin) values: 136.8; 397.9; 200.0; 199.0; 0.0; 35.1; 94.8; 145.0; 96.7; 0.0 kJ/mol.
Respective E_tot values: -39020.68981; -44242.84789; -64065.30512; -18379.01446; -33460.97260; -23672.27362; -19201.66019; -19201.13967; -19201.64037; -47096.21056 eV.